1.
Density functional theory data (wB97M-V/def2-TZVPD) for a structure of composition C17H38O31P2S6.

Calculated values
LUMO level   0.330 eV
Kohn-Sham gap   0.3393 hartree
Highest occupied orbital energy   -0.327 Eh

The geometry in ORCA input format:
```
! RIJCOSX wB97M-V def2-TZVPD def2/J DEFGRID3
* xyz 0 1
C -2.359 -0.905 2.249
O -2.388 -2.315 1.877
C -1.049 -2.905 2.025
O -1.246 -4.221 2.607
P -1.024 -4.174 4.320
O -1.240 -2.773 4.928
O 0.522 -4.822 4.607
C 1.007 -4.546 5.958
C 1.662 -3.090 6.162
C 3.272 -3.052 5.836
O 1.468 -2.636 7.549
O -2.305 -5.169 4.957
P -3.844 -4.442 4.611
O -4.273 -4.756 3.154
H -2.421 -0.854 3.399
H -1.404 -0.414 1.828
H -3.295 -0.418 1.789
H -0.641 -2.992 0.938
H -0.326 -2.229 2.607
H 0.177 -4.802 6.735
H 1.852 -5.323 6.165
H 1.210 -2.260 5.493
H 3.835 -3.952 6.272
H 3.325 -3.018 4.674
H 3.631 -2.039 6.286
H 0.860 -3.236 8.039
H -3.804 -2.994 4.709
H -4.856 -4.860 5.570
C 6.065 -3.530 9.876
C 5.315 -4.252 10.987
O 3.957 -4.295 10.553
S 3.922 -4.398 8.929
O 3.754 -5.779 8.570
O 3.072 -3.351 8.423
O 5.474 -3.990 8.660
H 5.918 -2.448 9.939
H 7.133 -3.753 9.887
H 5.396 -3.738 11.946
H 5.668 -5.282 11.097
C 3.172 -2.916 0.262
C 4.515 -2.238 0.497
O 4.196 -0.980 1.091
S 2.853 -1.145 1.991
O 3.248 -1.337 3.357
O 1.911 -0.143 1.587
O 2.374 -2.578 1.397
H 2.681 -2.519 -0.631
H 3.267 -3.999 0.172
H 5.077 -2.096 -0.427
H 5.123 -2.804 1.209
C -2.036 4.118 -0.152
C -0.932 3.423 0.632
O -1.213 2.029 0.512
S -1.905 1.751 -0.931
O -0.887 1.305 -1.838
O -3.127 1.032 -0.716
O -2.267 3.292 -1.293
H -2.963 4.165 0.428
H -1.752 5.125 -0.462
H -0.913 3.724 1.680
H 0.048 3.610 0.183
C -3.975 1.197 -3.918
C -3.502 0.048 -4.796
O -4.151 0.249 -6.052
S -4.340 1.844 -6.301
O -3.262 2.298 -7.136
O -5.722 2.096 -6.598
O -4.039 2.332 -4.782
H -4.980 1.008 -3.529
H -3.295 1.387 -3.087
H -3.760 -0.927 -4.381
H -2.422 0.098 -4.962
C 0.879 4.564 -7.487
C 1.540 3.200 -7.633
O 1.024 2.420 -6.556
S -0.500 2.899 -6.236
O -1.406 2.008 -6.904
O -0.595 3.202 -4.837
O -0.460 4.294 -7.068
H 1.366 5.157 -6.708
H 0.879 5.125 -8.423
H 2.628 3.257 -7.580
H 1.246 2.718 -8.570
C -2.329 5.997 -8.970
C -3.164 5.910 -10.239
O -3.049 7.196 -10.848
S -1.583 7.811 -10.514
O -0.720 7.551 -11.631
O -1.757 9.118 -9.953
O -1.188 6.783 -9.320
H -2.872 6.519 -8.177
H -2.020 5.015 -8.612
H -4.208 5.672 -10.035
H -2.752 5.170 -10.932
*
```

How is the electron density shared among the atoms? According to Löwdin, the charges in e are: -0.094, -0.199, -0.247, -0.183, 0.683, -0.315, -0.210, -0.163, -0.313, -0.054, -0.145, -0.406, 0.712, -0.450, 0.095, 0.091, 0.101, 0.157, 0.123, 0.140, 0.146, 0.140, 0.064, 0.067, 0.112, 0.099, 0.038, 0.027, -0.174, -0.176, -0.189, 0.682, -0.230, -0.266, -0.194, 0.133, 0.135, 0.136, 0.132, -0.167, -0.171, -0.187, 0.651, -0.239, -0.226, -0.203, 0.135, 0.139, 0.137, 0.134, -0.165, -0.166, -0.200, 0.631, -0.219, -0.231, -0.188, 0.134, 0.138, 0.139, 0.136, -0.160, -0.158, -0.180, 0.680, -0.281, -0.235, -0.182, 0.141, 0.084, 0.140, 0.130, -0.164, -0.172, -0.189, 0.683, -0.263, -0.217, -0.209, 0.136, 0.132, 0.136, 0.134, -0.170, -0.165, -0.191, 0.654, -0.233, -0.227, -0.205, 0.140, 0.117, 0.140, 0.135


2.
Density functional theory data (wB97M-V/def2-TZVPD) for a structure of composition H22HeO11.

Calculated values
LUMO level   -0.538 eV
Kohn-Sham gap   0.3630 hartree
Highest occupied orbital energy   -0.383 Eh

The geometry in ORCA input format:
```
! RIJCOSX wB97M-V def2-TZVPD def2/J DEFGRID3
* xyz 0 1
He 0.206 -0.463 0.093
O -0.822 1.615 -3.791
H -0.671 0.799 -4.267
H -0.079 1.685 -3.192
O -1.866 -2.076 1.434
H -2.349 -1.481 0.861
H -1.039 -2.231 0.977
O 2.756 -1.624 -0.378
H 3.283 -2.007 -1.079
H 3.200 -0.803 -0.165
O 0.579 1.473 1.954
H 0.326 0.912 2.687
H 1.511 1.295 1.826
O 3.203 1.242 1.347
H 3.793 1.319 0.597
H 3.660 1.690 2.059
O -3.046 -0.047 -0.107
H -2.728 0.633 -0.700
H -3.706 0.392 0.429
O 1.277 1.854 -1.923
H 1.004 2.009 -1.019
H 1.667 0.980 -1.910
O -1.231 -1.969 -2.070
H -1.392 -1.522 -2.901
H -0.389 -2.408 -2.193
O -2.088 0.063 3.387
H -2.601 -0.313 4.102
H -2.082 -0.617 2.713
O 0.681 -2.982 0.699
H 0.379 -3.479 -0.062
H 1.330 -2.373 0.345
O -0.834 3.190 0.109
H -0.559 2.484 0.692
H -1.374 2.758 -0.554
*
```

How is the electron density shared among the atoms? According to Löwdin, the charges in e are: 0.184, -0.059, 0.018, -0.030, -0.073, -0.019, -0.034, -0.036, 0.063, 0.029, -0.069, 0.037, -0.029, -0.027, 0.056, 0.070, -0.035, 0.040, 0.059, -0.036, 0.020, 0.034, -0.047, 0.027, 0.021, -0.059, 0.031, -0.023, -0.067, 0.040, -0.041, -0.046, -0.019, 0.019


3.
Density functional theory data (wB97M-V/def2-TZVPD) for the molecule C4H7NO.

Calculated values
LUMO level   1.159 eV
Kohn-Sham gap   0.3968 hartree
SMILES string   C1N[C@H]1[C@H]1CO1
Highest occupied orbital energy   -0.354 Eh

The geometry in ORCA input format:
```
! RIJCOSX wB97M-V def2-TZVPD def2/J DEFGRID3
* xyz 0 1
C 0.898 1.496 0.236
N 1.281 0.659 -0.903
C -0.118 0.721 -0.496
C -0.899 -0.330 0.235
C -0.764 -1.768 0.012
O -0.185 -1.139 1.153
H 1.140 1.078 1.214
H 1.031 2.560 0.105
H 1.850 -0.043 -0.453
H -0.720 1.281 -1.208
H -1.857 0.042 0.610
H -1.604 -2.431 0.223
H -0.051 -2.125 -0.728
*
```

How is the electron density shared among the atoms? According to Löwdin, the charges in e are: -0.147, 0.035, -0.277, -0.272, -0.102, -0.043, 0.111, 0.097, 0.087, 0.138, 0.147, 0.111, 0.116